--- 1 ---
Computed, not measured: one molecule with the formula C3H7NO2, with the ωB97M-V functional and the def2-TZVPD basis.

```
! wB97M-V def2-TZVPD RIJCOSX def2/J DEFGRID3
* xyz 0 3
C 1.6900 -0.0396 0.1988
C -1.3896 0.3599 0.6739
C 0.3736 -0.8729 -0.4978
N -0.5661 0.1388 -0.5612
O 2.6368 -0.7087 0.5572
O 1.5875 1.2757 0.0546
H -0.6085 0.2859 1.4749
H -1.7430 1.4608 0.6970
H -2.1781 -0.3058 0.7795
H 0.0967 -1.8474 -0.1427
H 0.7879 -1.1006 -1.5809
H -1.2673 0.1061 -1.3799
H 0.5800 1.2476 -0.2733
*
```

Properties
⟨S²⟩ = 2.01
E_HOMO (spin up / spin down) = -4.495 / -10.560 eV
Kohn-Sham gap (spin up / spin down) = 5.2534 / 8.1405 eV
LUMO level (spin up / spin down) = 0.76 / -2.42 eV


--- 2 ---
Computed, not measured: a 2-piece molecular cluster, C3H7NO2 overall, with the ωB97M-V functional and the def2-TZVPD basis.

```
! wB97M-V def2-TZVPD RIJCOSX def2/J DEFGRID3
* xyz 0 3
C 0.3290 -0.1383 1.3572
C -0.1715 -1.2497 0.4441
C -0.4351 0.8315 0.3766
N -0.9448 -0.3354 -0.3490
O 0.6668 0.8397 -2.1717
O 0.0090 -0.3508 -2.0757
H 0.0546 -0.2024 2.4788
H 1.4998 -0.0948 1.4188
H 0.4247 -1.6845 -0.4413
H -0.7770 -1.9586 0.9074
H -1.1253 1.4489 0.8736
H 0.2522 1.3830 -0.0934
H 0.2177 1.5114 -2.7255
*
```

Properties
⟨S²⟩ = 2.01
E_HOMO (spin up / spin down) = -7.871 / -9.365 eV
Kohn-Sham gap (spin up / spin down) = 8.7708 / 7.9908 eV
LUMO level (spin up / spin down) = 0.90 / -1.37 eV


Stability, lowest: 2


--- 1 ---
Computed, not measured: C4H5NO2S as an isolated structure, with the ωB97M-V functional and the def2-TZVPD basis.

```
! wB97M-V def2-TZVPD RIJCOSX def2/J DEFGRID3
* xyz 0 1
C -0.2464 0.9270 -0.8306
C -0.1666 -0.2347 -0.1384
C 1.3661 -2.0558 -0.1194
C -0.6459 -0.1196 1.1737
H -1.1122 1.8963 0.6894
H -0.8008 2.9293 -1.0333
H 0.3811 0.9323 -1.8969
H 1.9841 -1.3984 0.4620
H -0.5458 -0.8960 1.8761
N -0.8516 2.1107 -0.5060
O 0.3055 -1.4405 -0.5111
O -1.3537 0.9385 1.4758
S 1.6863 -3.5892 -0.6413
*
```

Properties
E_HOMO = -9.052 eV
Kohn-Sham gap = 8.7807 eV
LUMO level = -0.27 eV


--- 2 ---
Computed, not measured: C4H5NO2S as an isolated structure, with the ωB97M-V functional and the def2-TZVPD basis.

```
! wB97M-V def2-TZVPD RIJCOSX def2/J DEFGRID3
* xyz 0 1
C -0.6145 -1.2481 0.0572
C -1.9765 -1.3657 0.0691
C -0.2879 0.1140 0.0706
C 1.0189 0.7458 -0.2217
N -2.6810 -0.3028 -0.0369
O 0.9197 2.1427 -0.0197
O 2.0321 0.1087 0.5857
S -1.7426 1.0137 0.0530
H -0.0814 -2.1719 0.0875
H -2.5250 -2.4103 0.0673
H 1.3349 0.5194 -1.4027
H 1.6795 2.5144 0.6050
H 2.9238 0.3400 0.0857
*
```

Properties
E_HOMO = -9.650 eV
Kohn-Sham gap = 9.8704 eV
LUMO level = 0.22 eV


--- 3 ---
Computed, not measured: one molecule with the formula C4H5NO2S, with the ωB97M-V functional and the def2-TZVPD basis.

```
! wB97M-V def2-TZVPD RIJCOSX def2/J DEFGRID3
* xyz 0 1
C 0.6161 0.8627 -0.1815
C -0.4573 0.1365 -0.3721
C 1.7044 0.3427 0.6604
C -1.5977 0.2632 -1.3119
N 1.3686 -0.8638 1.1917
O 2.7374 0.9185 0.8643
O -1.0642 -1.5892 1.7339
S -0.0243 -1.6293 0.7314
H 0.7112 1.8301 -0.5883
H -2.4640 0.9439 -1.0568
H -2.0524 -0.7020 -1.4496
H -1.3620 0.7759 -2.2497
H 1.8843 -1.2891 2.0283
*
```

Properties
E_HOMO = -9.478 eV
Kohn-Sham gap = 9.5672 eV
LUMO level = 0.09 eV


--- 4 ---
Computed, not measured: one molecule with the formula C4H5NO2S, with the ωB97M-V functional and the def2-TZVPD basis.

```
! wB97M-V def2-TZVPD RIJCOSX def2/J DEFGRID3
* xyz 0 1
C -1.5150 2.2936 0.1174
C -0.9765 1.0901 0.3879
O -1.1101 0.3969 1.4958
C -0.2109 -0.7773 1.4432
C 0.4913 -0.6518 0.1126
S 1.3561 -1.8021 -0.6586
N 0.0397 0.5164 -0.3790
O 0.3600 0.8843 -1.6079
H -2.2802 2.7945 0.6733
H -1.2282 2.7360 -0.8032
H -0.7450 -1.7276 1.4757
H 0.5415 -0.7449 2.2696
H 1.0038 0.1833 -1.8939
*
```

Properties
E_HOMO = -8.531 eV
Structure (SMILES) = C=C1OCC(=S)N1O
Kohn-Sham gap = 8.7218 eV
LUMO level = 0.19 eV


Stability, lowest: 1


--- 1 ---
Computed, not measured: a 9-piece molecular cluster, C18H54O18 overall, with the ωB97M-V functional and the def2-TZVPD basis.

```
! wB97M-V def2-TZVPD RIJCOSX def2/J DEFGRID3
* xyz 0 1
O 0.6263 0.8818 0.4705
C 0.1073 0.5623 -0.7510
C -1.2546 1.1970 -0.8728
O -1.1604 2.5958 -0.9428
H 1.5088 0.4308 0.6006
H 0.7218 0.8690 -1.6200
H 0.0331 -0.5292 -0.9237
H -1.8877 0.9988 -0.0064
H -1.7728 0.8426 -1.7604
H -1.1113 2.9465 -0.0381
O -6.6998 3.7810 0.1875
C -5.2827 3.9194 -0.1457
C -4.4986 2.6944 0.1963
O -3.9770 2.8363 1.4616
H -6.8525 4.1951 1.0410
H -5.1775 4.1079 -1.2154
H -4.8423 4.7719 0.3918
H -3.6854 2.5217 -0.5205
H -5.2104 1.8584 0.1496
H -3.5808 1.9923 1.7561
O -2.7337 0.4175 2.3866
C -1.7700 0.5933 3.4288
C -1.3126 2.0135 3.4865
O -0.5003 2.4197 2.4123
H -3.2990 -0.3105 2.6754
H -2.1726 0.3156 4.4108
H -0.9286 -0.0816 3.2170
H -0.8118 2.1649 4.4571
H -2.1989 2.6660 3.5257
H -0.2739 1.6525 1.8221
O 4.2682 2.3438 3.4356
C 3.1813 2.6578 2.6155
C 2.8743 4.0718 2.6528
O 3.8760 4.7796 1.9119
H 5.0674 2.5000 2.9217
H 3.3818 2.2638 1.6223
H 2.3376 2.1253 3.0620
H 2.8101 4.4268 3.6860
H 1.8858 4.2423 2.2012
H 3.9886 5.6511 2.3007
O -2.3251 7.4556 -2.8315
C -2.4877 7.0160 -1.5160
C -2.2596 5.5700 -1.4099
O -0.9088 5.3808 -1.6398
H -1.4282 7.2235 -3.1031
H -1.7944 7.5380 -0.8444
H -3.4977 7.3009 -1.2290
H -2.8709 5.0312 -2.1336
H -2.4942 5.2480 -0.3835
H -0.7213 4.4656 -1.3453
O 2.9376 -6.1960 -1.1454
C 1.8438 -5.7563 -0.4084
C 0.6272 -5.7756 -1.2724
O 0.4694 -4.5800 -2.0524
H 3.0634 -5.5378 -1.8728
H 1.6964 -6.4626 0.4063
H 2.0720 -4.7566 -0.0278
H -0.2578 -5.9257 -0.6399
H 0.6723 -6.6365 -1.9390
H 0.6194 -4.8098 -2.9773
O -4.1694 -6.8540 -2.5729
C -4.4650 -5.5486 -2.0431
C -3.2216 -4.8820 -1.5477
O -2.4022 -4.4031 -2.6392
H -4.9280 -7.1233 -3.0980
H -4.9658 -4.9360 -2.8054
H -5.1482 -5.6489 -1.1810
H -2.6237 -5.5901 -0.9476
H -3.5085 -4.0556 -0.8770
H -1.5022 -4.2675 -2.2887
O 3.1507 -1.5812 -1.8699
C 4.3790 -2.0726 -2.3856
C 4.5469 -3.5780 -2.2995
O 3.6590 -4.3659 -3.1783
H 2.3793 -1.9682 -2.3031
H 4.5739 -1.7602 -3.4256
H 5.2045 -1.6986 -1.7705
H 4.3939 -3.9039 -1.2719
H 5.5829 -3.8552 -2.5695
H 3.9203 -4.1537 -4.0830
O 4.2355 -2.6986 1.2836
C 4.3479 -1.6970 2.2699
C 3.1971 -0.7435 2.0594
O 3.1616 -0.2690 0.7088
H 5.1111 -2.8754 0.9419
H 4.3533 -2.1468 3.2618
H 5.2905 -1.1629 2.0917
H 3.2656 0.0694 2.7715
H 2.2933 -1.3409 2.3169
H 3.2596 -1.0686 0.1269
*
```

Properties
E_HOMO = -9.673 eV
Structure (SMILES) = OCCO.OCCO.OCCO.OCCO.OCCO.OCCO.OCCO.OCCO.OCCO
Kohn-Sham gap = 9.7501 eV
LUMO level = 0.08 eV


--- 2 ---
Computed, not measured: a 9-piece molecular cluster, C18H54O18 overall, with the ωB97M-V functional and the def2-TZVPD basis.

```
! wB97M-V def2-TZVPD RIJCOSX def2/J DEFGRID3
* xyz 0 1
O 2.4197 -13.6435 20.4868
C 2.6162 -12.4146 19.7805
C 1.4672 -11.3848 19.8943
O 1.6206 -10.6743 21.1671
H 1.8657 -14.1583 19.8955
H 3.5758 -11.9865 20.0704
H 2.6362 -12.6300 18.7121
H 0.4098 -11.6199 19.7726
H 1.7936 -10.5908 19.2227
H 0.9549 -11.0451 21.7510
O -0.2234 -6.9212 19.0504
C -0.3351 -8.1581 19.8145
C -1.8033 -8.5171 19.9370
O -2.4968 -7.7149 20.8843
H 0.7084 -6.6919 19.0189
H 0.2595 -8.9325 19.3297
H 0.0905 -7.9027 20.7849
H -1.7646 -9.5733 20.2036
H -2.3099 -8.4303 18.9758
H -3.4492 -7.8354 20.8931
O -8.2007 -15.4760 17.3094
C -7.3278 -15.1799 16.2980
C -5.8339 -15.0251 16.7310
O -5.4154 -13.6955 17.0596
H -8.2002 -14.6556 17.8080
H -7.3802 -16.1190 15.7471
H -7.6718 -14.3791 15.6433
H -5.1431 -15.3864 15.9691
H -5.7232 -15.7488 17.5385
H -6.1208 -13.2099 17.4932
O 1.2978 -14.9456 18.2461
C 0.1560 -15.7352 18.4671
C -0.2800 -16.4386 17.1784
O -0.4407 -15.5395 16.1036
H 1.2865 -14.7220 17.3126
H 0.2419 -16.4784 19.2598
H -0.5639 -14.9784 18.7789
H -1.0419 -17.2157 17.2381
H 0.5603 -17.0200 16.7989
H -1.1480 -14.9061 16.2458
O -1.2612 -7.5244 14.1164
C -1.8140 -8.0122 15.3764
C -2.9342 -9.1341 15.1590
O -4.2782 -8.6431 14.8783
H -0.6486 -6.8249 14.3551
H -1.1002 -8.4451 16.0773
H -2.2573 -7.2212 15.9814
H -3.1006 -9.6106 16.1252
H -2.5344 -9.8715 14.4630
H -4.4511 -8.2121 15.7186
O -2.6582 -12.8018 21.6710
C -3.4664 -13.0414 20.5499
C -4.8565 -13.5145 20.8475
O -4.9038 -14.9123 21.2442
H -2.7014 -13.4845 22.3445
H -3.6445 -12.0763 20.0756
H -2.9597 -13.7213 19.8650
H -5.6650 -13.3136 20.1446
H -5.1419 -12.8577 21.6692
H -5.2362 -15.0347 22.1364
O 3.8544 -8.5797 15.5943
C 2.4842 -8.4186 15.8084
C 1.9722 -9.8810 15.4815
O 1.9855 -10.6959 16.6625
H 4.1138 -8.0398 14.8441
H 2.2824 -8.0840 16.8259
H 1.9816 -7.8028 15.0625
H 2.5012 -10.2965 14.6238
H 0.9128 -9.7563 15.2574
H 2.8394 -11.1344 16.6527
O -6.1593 -10.5646 12.8628
C -5.9602 -11.4053 13.9785
C -5.7271 -12.8804 13.6105
O -6.8418 -13.2365 12.6690
H -7.0988 -10.5880 12.6665
H -5.1489 -11.0348 14.6051
H -6.8738 -11.3253 14.5675
H -5.6233 -13.5894 14.4318
H -4.8177 -13.0496 13.0339
H -6.9390 -14.1893 12.6039
O -0.6242 -10.7709 17.3847
C -1.0305 -12.1652 17.1715
C -2.5167 -12.5138 16.8889
O -2.7182 -13.8866 17.0564
H 0.3284 -10.6585 17.3436
H -0.4841 -12.4090 16.2603
H -0.6372 -12.7405 18.0096
H -2.8759 -12.3299 15.8764
H -3.1547 -11.9730 17.5879
H -3.6565 -14.0724 16.9750
*
```

Properties
E_HOMO = -9.318 eV
Structure (SMILES) = OCCO.OCCO.OCCO.OCCO.OCCO.OCCO.OCCO.OCCO.OCCO
Kohn-Sham gap = 9.0733 eV
LUMO level = -0.24 eV


Stability, lowest: 2


--- 1 ---
Computed, not measured: a 2-piece molecular cluster, C4H5N3O3 overall, with the ωB97M-V functional and the def2-TZVPD basis.

```
! wB97M-V def2-TZVPD RIJCOSX def2/J DEFGRID3
* xyz 0 1
O -0.2985 -0.9227 0.1586
N -0.0642 0.3174 0.6465
C -0.1502 0.7006 1.9118
C 0.4659 1.9199 1.9321
N 0.7949 2.3364 0.7313
C 0.4838 1.3279 -0.0544
H 0.2563 -1.4893 0.4445
H -0.6382 0.1236 2.7514
H 0.4478 2.5953 2.7905
H 0.8364 1.0983 -0.9799
O -2.4361 -0.9882 -1.8723
C -1.3101 -1.2151 -1.9487
N -0.2454 -1.1868 -2.5004
O 1.0219 -1.8664 -2.2421
H 0.8358 -2.7508 -1.7687
*
```

Properties
E_HOMO = -9.072 eV
Structure (SMILES) = On1ccnc1.O=C=NO
Kohn-Sham gap = 8.6045 eV
LUMO level = -0.47 eV


--- 2 ---
Computed, not measured: a 2-piece molecular cluster, C4H5N3O3 overall, with the ωB97M-V functional and the def2-TZVPD basis.

```
! wB97M-V def2-TZVPD RIJCOSX def2/J DEFGRID3
* xyz 0 1
O -0.6148 0.0461 2.0457
C 0.3168 -0.5835 1.6537
O 0.6121 -1.8127 1.2947
C 1.7465 -0.8420 1.3083
O 2.7362 -0.8761 2.2066
H 1.9590 -0.6601 0.2423
H 3.2910 -1.6900 2.3998
C -1.9537 1.1675 -0.8024
C -0.5760 1.0852 -0.5840
N -0.2038 -0.1059 -0.8739
N -1.3110 -0.7768 -1.2764
N -2.3455 -0.0197 -1.2157
H -2.6296 1.9620 -0.5430
H 0.1645 1.7559 0.0333
H -1.0798 -1.6441 -1.8728
*
```

Properties
E_HOMO = -9.946 eV
Structure (SMILES) = O=C1O[C@@H]1O.c1cn[nH]n1
Kohn-Sham gap = 10.4511 eV
LUMO level = 0.50 eV


Stability, lowest: 1


--- 1 ---
Computed, not measured: a 2-piece molecular cluster, C4H5N3O3 overall, with the ωB97M-V functional and the def2-TZVPD basis.

```
! wB97M-V def2-TZVPD RIJCOSX def2/J DEFGRID3
* xyz 0 1
N -0.2085 0.1480 2.3792
C 0.1419 -0.4940 1.4504
C 0.3209 -0.7382 0.0007
N 1.3275 0.1176 -0.5768
C 2.6138 -0.2183 -0.8953
N 2.9712 0.3642 -1.9875
O 2.0697 1.4204 -2.1386
C 1.0510 1.2873 -1.2570
O 0.0414 1.9394 -1.2657
H -0.6289 -0.5629 -0.5228
H 0.5805 -1.7936 -0.1542
H 3.1281 -1.0853 -0.4860
O -2.5403 -2.5881 2.0960
H -2.8451 -2.6379 1.1842
H -2.3569 -1.5338 2.4383
*
```

Properties
E_HOMO = -10.360 eV
Structure (SMILES) = N#CCn1cnoc1=O.O
Kohn-Sham gap = 10.4323 eV
LUMO level = 0.07 eV


--- 2 ---
Computed, not measured: one molecule with the formula C4H5N3O3, with the ωB97M-V functional and the def2-TZVPD basis.

```
! wB97M-V def2-TZVPD RIJCOSX def2/J DEFGRID3
* xyz 0 1
N 1.6939 -0.7181 -1.2772
N 0.4920 -0.9601 -0.6941
C -0.3441 0.4841 0.0145
C -0.4359 0.6764 1.4008
C -1.0293 1.8975 1.5069
O -1.2807 2.4221 0.2944
C -0.8539 1.5539 -0.6340
N 0.0931 -2.1647 -0.2607
O -0.9378 -2.2287 0.3612
O 0.8177 -3.0843 -0.5869
H 1.7149 -1.0408 -2.2418
H 2.4699 -1.1241 -0.7566
H -0.1304 0.0090 2.1764
H -1.3014 2.4778 2.3637
H -0.9681 1.8001 -1.6667
*
```

Properties
E_HOMO = -9.478 eV
Structure (SMILES) = NN(c1ccoc1)[N+](=O)[O-]
Kohn-Sham gap = 10.2690 eV
LUMO level = 0.79 eV


Stability, lowest: 2


--- 1 ---
Computed, not measured: C25H21CdN3OS5 as an isolated structure, with the ωB97M-V functional and the def2-TZVPD basis.

```
! wB97M-V def2-TZVPD RIJCOSX def2/J DEFGRID3
* xyz -2 1
Cd 0.0440 -0.9992 0.8613
N -2.7791 -0.1548 2.2240
C -3.0276 0.4403 0.9880
C -3.1940 1.8247 0.9116
C -3.5021 2.4449 -0.2855
C -3.6690 1.6901 -1.4379
C -3.4966 0.3148 -1.3668
C -3.1648 -0.3304 -0.1796
C -2.9125 -1.8025 -0.1808
C -3.9336 -2.6536 -0.6104
C -3.7246 -4.0231 -0.6844
C -2.4862 -4.5384 -0.3247
C -1.4781 -3.6827 0.1067
C -1.6499 -2.2958 0.1971
H -2.1989 0.4035 2.8344
H -2.4079 -1.0941 2.1599
H -3.0565 2.4151 1.8110
H -3.5943 3.5242 -0.3195
H -3.8940 2.1666 -2.3842
H -3.5816 -0.2881 -2.2646
H -4.8971 -2.2345 -0.8855
H -4.5212 -4.6802 -1.0170
H -2.3071 -5.6079 -0.3781
H -0.5154 -4.1054 0.3810
O 5.1165 -3.4050 5.2034
C 4.2316 -3.0211 4.4619
S 2.7445 -2.2581 5.0003
C 1.9881 -2.0117 3.4210
C 2.7002 -2.4359 2.3561
S 2.2957 -2.3826 0.6544
S 4.2699 -3.1656 2.7122
S 0.4176 -1.2501 3.4753
C 2.0155 -0.5132 -2.4775
N 2.8742 0.6280 -2.2172
C 3.3562 0.9363 -0.9544
C 3.9979 2.1133 -1.0522
N 3.9084 2.4980 -2.3826
C 3.2061 1.5906 -3.1036
S 2.8592 1.6822 -4.7553
H 2.5996 -1.3794 -2.7863
H 1.3042 -0.2404 -3.2524
H 1.5201 -0.7218 -1.5335
H 3.1585 0.2851 -0.1176
H 4.4740 2.7162 -0.3021
H 4.2464 3.3438 -2.8008
C 0.8118 3.8836 -0.2132
C 1.0629 3.3737 1.0552
C 0.8318 2.0283 1.3257
C 0.3322 1.1402 0.3625
C 0.0635 1.6992 -0.8941
C 0.3057 3.0371 -1.1914
H 1.0018 4.9291 -0.4350
H 1.4500 4.0256 1.8336
H 1.0520 1.6511 2.3220
H -0.3485 1.0739 -1.6827
H 0.1008 3.4162 -2.1879
*
```

Properties
E_HOMO = -1.218 eV
Kohn-Sham gap = 5.5713 eV
LUMO level = 4.35 eV


--- 2 ---
Computed, not measured: C25H21CdN3OS5 as an isolated structure, with the ωB97M-V functional and the def2-TZVPD basis.

```
! wB97M-V def2-TZVPD RIJCOSX def2/J DEFGRID3
* xyz -2 1
Cd 1.6016 -1.0251 -0.6855
N 2.3800 0.6150 2.1699
C 1.1263 1.1834 2.1468
C 1.0036 2.5770 2.0315
C -0.2249 3.1985 2.0775
C -1.3822 2.4480 2.2686
C -1.2658 1.0715 2.3610
C -0.0406 0.4113 2.2607
C 0.0012 -1.0765 2.2742
C -0.5980 -1.7467 3.3454
C -0.6404 -3.1306 3.3887
C -0.0736 -3.8578 2.3563
C 0.5289 -3.1886 1.2948
C 0.5913 -1.7891 1.2052
H 2.4252 -0.3808 2.0154
H 3.1032 1.1431 1.7062
H 1.9039 3.1602 1.8679
H -0.2912 4.2717 1.9429
H -2.3513 2.9318 2.2976
H -2.1638 0.4716 2.4665
H -1.0296 -1.1800 4.1648
H -1.1062 -3.6340 4.2297
H -0.0923 -4.9434 2.3768
H 0.9701 -3.7916 0.5040
O 7.4312 2.8355 0.2037
C 6.4399 2.1631 -0.0075
S 4.9223 2.7945 -0.6288
C 4.0220 1.2682 -0.7152
C 4.6917 0.1686 -0.3139
S 4.1500 -1.4910 -0.2385
S 6.3558 0.4226 0.2252
S 2.4053 1.4112 -1.3552
C -4.8328 2.0518 0.0577
N -3.5587 1.5318 -0.3675
C -3.1494 0.2087 -0.2515
C -1.8729 0.1525 -0.6602
N -1.5124 1.4353 -1.0225
C -2.5474 2.2928 -0.8698
S -2.6153 3.9323 -1.2447
H -5.6209 1.3468 -0.2080
H -4.9938 3.0017 -0.4481
H -4.8458 2.2193 1.1373
H -3.7957 -0.5587 0.1335
H -1.1848 -0.6694 -0.7087
H -0.5952 1.7161 -1.3371
C -0.9364 -2.2595 -4.9270
C -0.0860 -1.1608 -4.8929
C 0.6268 -0.8611 -3.7363
C 0.5259 -1.6289 -2.5678
C -0.3429 -2.7264 -2.6393
C -1.0610 -3.0459 -3.7888
H -1.4976 -2.4956 -5.8248
H 0.0193 -0.5327 -5.7724
H 1.2900 0.0007 -3.7412
H -0.4822 -3.3558 -1.7621
H -1.7244 -3.9061 -3.7949
*
```

Properties
E_HOMO = -1.236 eV
Kohn-Sham gap = 5.5457 eV
LUMO level = 4.31 eV


Stability, lowest: 2